Here is a 2-piece molecular cluster, C6H12O overall from OMol25. Energies are from ωB97M-V/def2-TZVPD.

Each line ends with the Löwdin charge.
Geometry (Å):
C  -2.385  -0.393  -0.461  -0.05
O  -1.409  2.084  -0.211  -0.10
C  -1.027  -1.082  -0.341  -0.22
C  -0.337  -0.645  0.994  -0.19
C  0.914  0.277  0.910  -0.21
C  2.852  -0.417  -0.513  0.00
C  1.687  0.209  -0.361  -0.22
H  -2.233  0.717  -0.370  0.02
H  -2.812  -0.521  -1.458  0.09
H  -3.111  -0.719  0.279  0.10
H  -0.336  -0.913  -1.160  0.09
H  -1.257  -2.147  -0.255  0.11
H  -0.064  -1.522  1.583  0.10
H  -1.105  -0.118  1.563  0.10
H  1.625  0.024  1.697  0.11
H  0.511  1.289  0.935  0.08
H  3.464  -0.773  0.307  0.06
H  3.340  -0.234  -1.464  0.05
H  1.226  0.652  -1.240  0.10

Output
LUMO ... -0.124 hartree
Max |F| ... 2.1 eV/Å
Total charge ... 0
HOMO energy ... -9.55 eV
Frontier orbital gap ... 6.18 eV
ΔE to the lowest compared entry with this formula, charge and spin ... 174.5 kcal/mol
Electronic energy ... -8456.785 eV